Entry from the OMol25 dataset: a 12-piece molecular cluster, C29H78F6N2O31PS9 overall at a distorted geometry (wB97M-V/def2-TZVPD).

Charge: -1
Kohn-Sham gap, eV: 10.11
E_HOMO, eV: -8.850
Max |F|, hartree/bohr: 0.070
Electronic energy, eV: -220898.164
LUMO, eV: 1.3

Last columns: bonded neighbours and bond lengths (Å).
Geometry (Å):
1 P -0.82 0.30 -0.56  F2 1.621, F3 1.610, F4 1.663, F5 1.624, F6 1.649, F7 1.658
2 F 0.29 -0.47 -1.45  P1 1.621
3 F -0.24 -0.49 0.72  P1 1.610
4 F 0.27 1.51 -0.22  P1 1.663
5 F -1.85 1.13 0.40  P1 1.624
6 F -1.36 1.23 -1.81  P1 1.649
7 F -2.04 -0.74 -0.95  P1 1.658
8 C -4.92 1.14 1.00  N9 1.481, H12 1.090, H13 1.090, H14 1.090
9 N -4.60 2.42 1.67  C8 1.481, O10 1.212, O11 1.222
10 O -4.69 2.50 2.88  N9 1.212
11 O -4.14 3.29 0.95  N9 1.222
12 H -5.97 1.15 0.73  C8 1.090
13 H -4.65 0.38 1.73  C8 1.090
14 H -4.30 1.01 0.11  C8 1.090
15 C -3.26 -1.98 -3.84  N16 1.507, H19 1.090, H20 1.090, H21 1.090
16 N -3.73 -3.01 -4.83  C15 1.507, O17 1.240, O18 1.241
17 O -3.90 -2.57 -5.98  N16 1.240
18 O -4.05 -4.12 -4.39  N16 1.241
19 H -4.06 -1.25 -3.82  C15 1.090
20 H -2.32 -1.59 -4.23  C15 1.090
21 H -3.15 -2.46 -2.86  C15 1.090
22 O 4.57 2.48 4.72  S23 1.472
23 S 4.77 1.13 4.16  O22 1.472, O24 1.457, O25 1.655, C28 1.854
24 O 4.05 -0.03 4.66  S23 1.457
25 O 4.43 1.30 2.55  S23 1.655, C26 1.446
26 C 4.52 0.11 1.73  O25 1.446, C27 1.522, H29 1.090, H30 1.090
27 C 3.06 -0.31 1.58  C26 1.522, H31 1.090, H32 1.090, H33 1.090
28 C 6.58 0.74 4.11  S23 1.854, H34 1.090, H35 1.090, H36 1.090
29 H 5.24 -0.64 2.06  C26 1.090
30 H 4.87 0.37 0.73  C26 1.090
31 H 2.85 -1.33 1.25  C27 1.090
32 H 2.61 0.33 0.82  C27 1.090
33 H 2.59 -0.32 2.56  C27 1.090
34 H 7.16 1.47 3.55  C28 1.090
35 H 6.65 -0.30 3.77  C28 1.090
36 H 6.98 0.76 5.12  C28 1.090
37 O -3.88 6.24 -2.21  S38 1.461
38 S -3.90 5.47 -3.46  O37 1.461, O39 1.469, O40 1.622, C43 1.881
39 O -5.09 4.74 -3.91  S38 1.469
40 O -3.35 6.37 -4.69  S38 1.622, C41 1.419
41 C -2.11 7.07 -4.63  O40 1.419, C42 1.509, H44 1.090, H45 1.090
42 C -2.13 8.22 -5.60  C41 1.509, H46 1.090, H47 1.090, H48 1.090
43 C -2.42 4.32 -3.30  S38 1.881, H49 1.090, H50 1.090, H51 1.090
44 H -1.31 6.40 -4.94  C41 1.090
45 H -1.81 7.35 -3.62  C41 1.090
46 H -3.09 8.73 -5.56  C42 1.090
47 H -1.99 8.00 -6.66  C42 1.090
48 H -1.35 8.96 -5.41  C42 1.090
49 H -2.17 4.00 -4.31  C43 1.090
50 H -2.69 3.51 -2.61  C43 1.090
51 H -1.54 4.80 -2.86  C43 1.090
52 O -3.03 -4.34 3.42  S53 1.482
53 S -3.40 -3.79 2.10  O52 1.482, O54 1.465, O55 1.603, C58 1.817
54 O -2.76 -4.38 0.92  S53 1.465
55 O -4.98 -3.91 1.90  S53 1.603, C56 1.446
56 C -5.83 -3.86 3.07  O55 1.446, C57 1.458, H59 1.090, H60 1.090
57 C -7.02 -3.03 2.93  C56 1.458, H61 1.090, H62 1.090, H63 1.090
58 C -3.24 -1.98 2.00  S53 1.817, H64 1.090, H65 1.090, H66 1.090
59 H -5.20 -3.61 3.93  C56 1.090
60 H -6.17 -4.87 3.28  C56 1.090
61 H -7.59 -2.97 3.85  C57 1.090
62 H -7.71 -3.42 2.17  C57 1.090
63 H -6.80 -1.99 2.68  C57 1.090
64 H -2.30 -1.65 2.45  C58 1.090
65 H -4.08 -1.45 2.46  C58 1.090
66 H -3.41 -1.71 0.96  C58 1.090
67 O -0.85 3.28 -6.34  S68 1.479
68 S 0.52 2.97 -5.87  O67 1.479, O69 1.472, O70 1.687, C73 1.869
69 O 1.69 3.00 -6.76  S68 1.472
70 O 0.77 3.97 -4.54  S68 1.687, C71 1.437
71 C 2.05 3.92 -3.89  O70 1.437, C72 1.488, H74 1.090, H75 1.090
72 C 1.93 4.44 -2.51  C71 1.488, H76 1.090, H77 1.090, H78 1.090
73 C 0.53 1.30 -5.01  S68 1.869, H79 1.090, H80 1.090, H81 1.090
74 H 2.65 4.63 -4.46  C71 1.090
75 H 2.51 2.93 -3.93  C71 1.090
76 H 1.54 3.67 -1.84  C72 1.090
77 H 1.27 5.31 -2.44  C72 1.090
78 H 2.92 4.64 -2.10  C72 1.090
79 H 0.04 1.51 -4.06  C73 1.090
80 H 1.54 0.92 -4.89  C73 1.090
81 H -0.20 0.66 -5.50  C73 1.090
82 O -0.68 -6.86 3.03  S83 1.467
83 S 0.41 -7.09 2.07  O82 1.467, O84 1.440, O85 1.704, C88 1.843
84 O 0.27 -7.97 0.94  S83 1.440
85 O 0.79 -5.55 1.47  S83 1.704, C86 1.397
86 C 0.72 -4.50 2.39  O85 1.397, C87 1.487, H89 1.090, H90 1.090
87 C 0.43 -3.28 1.59  C86 1.487, H91 1.090, H92 1.090, H93 1.090
88 C 1.99 -7.55 2.90  S83 1.843, H94 1.090, H95 1.090, H96 1.090
89 H 1.67 -4.34 2.90  C86 1.090
90 H -0.17 -4.56 3.02  C86 1.090
91 H 0.41 -2.37 2.19  C87 1.090
92 H -0.56 -3.23 1.13  C87 1.090
93 H 1.19 -3.14 0.82  C87 1.090
94 H 2.56 -8.08 2.14  C88 1.090
95 H 1.87 -8.34 3.64  C88 1.090
96 H 2.43 -6.64 3.31  C88 1.090
97 O -0.60 6.97 4.70  S98 1.484
98 S 0.58 6.07 4.72  O97 1.484, O99 1.486, O100 1.683, C103 1.878
99 O 0.72 5.00 5.75  S98 1.486
100 O 0.83 5.40 3.20  S98 1.683, C101 1.467
101 C 2.08 4.65 3.05  O100 1.467, C102 1.564, H104 1.090, H105 1.090
102 C 1.88 3.62 1.89  C101 1.564, H106 1.090, H107 1.090, H108 1.090
103 C 2.04 7.24 4.85  S98 1.878, H109 1.090, H110 1.090, H111 1.090
104 H 2.34 4.22 4.03  C101 1.090
105 H 2.90 5.26 2.68  C101 1.090
106 H 2.76 3.02 1.66  C102 1.090
107 H 1.59 4.13 0.97  C102 1.090
108 H 1.16 2.83 2.08  C102 1.090
109 H 2.98 6.70 4.97  C103 1.090
110 H 1.93 7.95 5.68  C103 1.090
111 H 2.11 7.86 3.95  C103 1.090
112 O -2.86 0.31 4.11  S113 1.458
113 S -2.14 1.30 4.91  O112 1.458, O114 1.455, O115 1.627, C118 1.875
114 O -2.80 1.93 6.04  S113 1.455
115 O -0.76 0.61 5.42  S113 1.627, C116 1.438
116 C 0.13 0.01 4.46  O115 1.438, C117 1.545, H119 1.090, H120 1.090
117 C 0.63 -1.33 5.05  C116 1.545, H121 1.090, H122 1.090, H123 1.090
118 C -1.41 2.68 3.88  S113 1.875, H124 1.090, H125 1.090, H126 1.090
119 H 1.03 0.61 4.38  C116 1.090
120 H -0.27 -0.12 3.45  C116 1.090
121 H -0.20 -1.95 5.36  C117 1.090
122 H 1.20 -1.16 5.97  C117 1.090
123 H 1.34 -1.87 4.41  C117 1.090
124 H -0.76 3.36 4.43  C118 1.090
125 H -2.13 3.27 3.32  C118 1.090
126 H -0.77 2.09 3.21  C118 1.090
127 O 5.33 0.30 -2.10  S128 1.461
128 S 4.39 -0.57 -2.81  O127 1.461, O129 1.482, O130 1.652, C133 1.850
129 O 3.54 0.08 -3.83  S128 1.482
130 O 5.21 -1.79 -3.57  S128 1.652, C131 1.417
131 C 6.20 -1.38 -4.50  O130 1.417, C132 1.505, H134 1.090, H135 1.090
132 C 6.79 -2.70 -4.93  C131 1.505, H136 1.090, H137 1.090, H138 1.090
133 C 3.35 -1.63 -1.72  S128 1.850, H139 1.090, H140 1.090, H141 1.090
134 H 7.01 -0.77 -4.10  C131 1.090
135 H 5.85 -0.79 -5.34  C131 1.090
136 H 7.44 -2.52 -5.78  C132 1.090
137 H 6.01 -3.35 -5.33  C132 1.090
138 H 7.36 -3.16 -4.13  C132 1.090
139 H 4.08 -2.13 -1.08  C133 1.090
140 H 2.66 -2.25 -2.31  C133 1.090
141 H 2.74 -0.86 -1.25  C133 1.090
142 O 1.22 -5.19 -3.50  S143 1.445
143 S -0.14 -4.76 -3.26  O142 1.445, O144 1.474, O145 1.655, C148 1.835
144 O -0.98 -4.18 -4.32  S143 1.474
145 O -0.91 -6.11 -2.70  S143 1.655, C146 1.498
146 C -2.38 -6.08 -2.41  O145 1.498, C147 1.490, H149 1.090, H150 1.090
147 C -2.73 -7.04 -1.33  C146 1.490, H151 1.090, H152 1.090, H153 1.090
148 C -0.19 -3.78 -1.71  S143 1.835, H154 1.090, H155 1.090, H156 1.090
149 H -2.96 -6.28 -3.31  C146 1.090
150 H -2.67 -5.05 -2.22  C146 1.090
151 H -3.81 -7.13 -1.19  C147 1.090
152 H -2.29 -6.77 -0.37  C147 1.090
153 H -2.42 -8.02 -1.68  C147 1.090
154 H -1.09 -3.18 -1.61  C148 1.090
155 H 0.71 -3.16 -1.67  C148 1.090
156 H -0.20 -4.46 -0.86  C148 1.090